Molecular formula: C22H33N5O2
Method: DFT, the ωB97M-V functional and the def2-TZVPD basis

Element x y z (Å)
C 4.145 3.319 -1.637
O 2.760 3.371 -1.878
C 1.905 3.102 -0.855
C 2.287 2.771 0.439
C 1.330 2.490 1.400
C -0.024 2.538 1.103
C -1.064 2.092 2.100
N -1.322 0.657 2.075
C -1.756 0.170 0.779
C -2.197 -1.292 0.901
N -1.179 -2.161 1.462
C -0.133 -2.524 0.514
C -0.718 -3.281 -0.639
C -0.326 -3.255 -1.908
C 0.824 -2.459 -2.445
C -1.028 -4.075 -2.951
C -0.670 -1.611 2.710
C -1.732 -1.749 3.812
C -1.100 -1.904 5.196
O -0.239 -3.015 5.284
C -0.220 -0.148 2.565
C -0.398 2.897 -0.188
C 0.538 3.181 -1.164
C 0.120 3.517 -2.570
N 0.283 2.370 -3.430
C -0.053 1.091 -3.202
N 0.271 0.347 -4.235
C 0.815 1.233 -5.092
N 0.839 2.463 -4.639
H 4.615 3.562 -2.588
H 4.449 4.052 -0.883
H 4.461 2.319 -1.322
H 3.330 2.721 0.709
H 1.651 2.234 2.399
H -2.015 2.592 1.894
H -0.752 2.348 3.116
H -0.954 0.248 0.023
H -2.603 0.774 0.444
H -3.074 -1.342 1.551
H -2.471 -1.672 -0.085
H 0.566 -3.177 1.051
H 0.436 -1.652 0.158
H -1.546 -3.918 -0.354
H 1.543 -3.130 -2.914
H 1.341 -1.901 -1.670
H 0.480 -1.761 -3.209
H -1.877 -4.608 -2.533
H -0.341 -4.800 -3.386
H -1.377 -3.429 -3.756
H 0.197 -2.213 3.005
H -2.380 -0.873 3.812
H -2.335 -2.633 3.594
H -0.479 -1.039 5.437
H -1.895 -1.978 5.953
H -0.718 -3.795 4.980
H 0.655 -0.103 1.893
H 0.084 0.234 3.542
H -1.448 2.959 -0.438
H 0.751 4.305 -2.986
H -0.927 3.840 -2.588
H -0.519 0.742 -2.303
H 1.193 0.959 -6.055

As for the energy above the lowest of the compared OMol25 structures with the same formula, charge and spin: 60.2 kcal/mol. The spin multiplicity is 1. Its total energy is -34893.91477 eV. The structure (SMILES) is COc1ccc(CN2CCN(CC=C(C)C)[C@H](CCO)C2)cc1Cn1cncn1. Its total charge is 0. The value obtained for the HOMO-LUMO gap is 8.69 eV. The value obtained for the LUMO energy is 0.658 eV. The HOMO energy is -8.04 eV.